[1]
# C6H12O

C6H12O in the gas phase at a distorted geometry (the ωB97M-V functional and the def2-TZVPD basis, OMol25).

```
19
C6H12O, DFT the ωB97M-V functional and the def2-TZVPD basis
C -2.25 -0.27 0.71
C -1.40 0.87 0.15
C -0.40 0.39 -0.89
C 0.85 1.18 -1.15
C 0.95 -0.21 -0.54
C 1.52 -0.69 0.77
O 2.20 -1.94 0.36
H -2.80 -0.78 -0.09
H -2.98 0.08 1.45
H -1.61 -1.02 1.19
H -0.86 1.38 0.97
H -2.07 1.63 -0.29
H -0.89 -0.04 -1.77
H 1.19 1.31 -2.17
H 0.99 2.07 -0.54
H 1.43 -1.13 -1.00
H 2.24 -0.01 1.25
H 0.76 -1.02 1.49
H 3.12 -1.78 0.08
```

HOMO energy = -9.83 eV
SMILES = CC[C@H]1C[C@H]1CO
HOMO-LUMO gap = 10.9 eV
lowest unoccupied orbital energy = 1.0 eV
energy above the lowest of the compared OMol25 structures with the same formula, charge and spin = 2.223 eV

=====

[2]
# C4H7I2NO

2 unconnected molecules or ions with the total composition C4H7I2NO at a distorted geometry (the ωB97M-V functional and the def2-TZVPD basis, OMol25).

```
15
C4H7I2NO, DFT the ωB97M-V functional and the def2-TZVPD basis
C -0.81 -0.11 -2.29
C 0.74 -0.69 1.84
C 0.62 -0.68 0.31
C -0.42 0.27 -0.10
N -0.22 1.60 -0.14
O -0.99 0.87 -2.89
I -2.37 -0.32 0.74
I 1.07 2.48 -1.59
H -0.82 -1.16 -2.30
H 0.67 0.30 2.29
H -0.01 -1.19 2.32
H 1.63 -1.34 2.17
H 1.58 -0.30 -0.02
H 0.46 -1.78 -0.07
H -1.13 2.06 -0.29
```

HOMO energy = -7.26 eV
HOMO-LUMO gap = 6.4 eV
lowest unoccupied orbital energy = -0.8 eV
energy above the lowest of the compared OMol25 structures with the same formula, charge and spin = 2.521 eV

=====

[3]
# C5H10O

C5H10O in the gas phase at a distorted geometry (the ωB97M-V functional and the def2-TZVPD basis, OMol25).

```
16
C5H10O, DFT the ωB97M-V functional and the def2-TZVPD basis
C 2.13 -0.60 -0.28
C 0.97 0.09 0.56
C -0.29 0.02 -0.33
C -1.19 1.26 -0.34
C -1.59 -0.09 0.50
O -2.33 -1.13 -0.21
H 1.94 -1.65 -0.54
H 3.04 -0.43 0.25
H 2.37 -0.14 -1.25
H 1.18 1.16 0.71
H 0.99 -0.39 1.56
H -0.16 -0.50 -1.26
H -0.91 2.11 0.20
H -1.59 1.58 -1.32
H -1.37 -0.15 1.57
H -3.18 -1.15 0.17
```

HOMO energy = -9.26 eV
SMILES = CC[C@@H]1C[C@H]1O
HOMO-LUMO gap = 10.4 eV
lowest unoccupied orbital energy = 1.1 eV
energy above the lowest of the compared OMol25 structures with the same formula, charge and spin = 2.476 eV

=====

[4]
# C32H44N6S2SeSiV

A molecular structure, C32H44N6S2SeSiV (the ωB97M-V functional and the def2-TZVPD basis, OMol25).

```
87
C32H44N6S2SeSiV, DFT the ωB97M-V functional and the def2-TZVPD basis
V 0.71 0.07 1.34
C -1.30 -3.34 5.54
S -0.96 -3.63 3.79
C -0.57 -2.07 3.24
S -0.24 -1.95 1.49
N -0.52 -1.01 3.98
N -0.21 0.09 3.23
C -0.58 1.23 3.68
C -0.29 2.39 2.85
C -0.56 3.69 3.23
C -0.19 4.72 2.37
C 0.42 4.40 1.17
C 0.65 3.07 0.86
N 0.29 2.07 1.67
H -1.51 -4.32 5.95
H -2.16 -2.69 5.65
H -0.42 -2.92 6.02
H -1.10 1.30 4.63
H -1.03 3.89 4.18
H -0.39 5.75 2.64
H 0.73 5.17 0.48
H 1.14 2.79 -0.07
C -0.55 -1.46 -4.60
C -0.38 -2.93 -4.21
C -1.38 -3.45 -3.18
C -1.26 -2.86 -1.78
N -1.93 -1.56 -1.61
C -1.39 -0.36 -1.35
Se 0.47 -0.13 -0.98
N -2.33 0.59 -1.33
C -2.17 2.04 -1.18
C -2.46 2.80 -2.47
C -1.50 2.51 -3.63
C -0.08 2.98 -3.37
C -3.56 -0.02 -1.60
C -4.85 0.50 -1.66
C -5.86 -0.40 -1.90
C -5.60 -1.78 -2.06
C -4.33 -2.30 -1.99
C -3.30 -1.38 -1.76
H -0.01 -1.23 -5.51
H -0.18 -0.78 -3.83
H -1.60 -1.23 -4.78
H 0.64 -3.10 -3.85
H -0.49 -3.54 -5.11
H -1.24 -4.52 -3.07
H -2.39 -3.30 -3.56
H -0.21 -2.71 -1.51
H -1.69 -3.53 -1.03
H -1.15 2.22 -0.84
H -2.85 2.35 -0.39
H -2.42 3.87 -2.22
H -3.49 2.60 -2.78
H -1.89 3.03 -4.51
H -1.53 1.45 -3.87
H -0.05 4.03 -3.10
H 0.54 2.86 -4.26
H 0.42 2.41 -2.57
H -5.05 1.55 -1.53
H -6.88 -0.05 -1.96
H -6.44 -2.44 -2.24
H -4.15 -3.35 -2.11
C 2.85 -2.98 -0.04
Si 3.38 -2.04 1.48
C 5.13 -1.47 1.39
C 2.91 -2.80 3.11
N 2.36 -0.42 1.39
C 3.04 0.85 1.44
C 3.24 1.46 2.68
C 3.96 2.65 2.73
C 4.47 3.20 1.56
C 4.28 2.57 0.33
C 3.56 1.39 0.26
H 3.59 -3.76 -0.23
H 2.83 -2.34 -0.93
H 1.89 -3.47 0.08
H 5.78 -2.31 1.64
H 5.37 -0.67 2.10
H 5.41 -1.13 0.39
H 3.80 -2.99 3.70
H 2.40 -3.76 2.96
H 2.25 -2.16 3.71
H 2.86 1.00 3.58
H 4.13 3.13 3.68
H 5.05 4.11 1.60
H 4.70 2.99 -0.57
H 3.42 0.87 -0.68
```

HOMO energy (alpha / beta) = -16.51 / -16.51 eV
HOMO-LUMO gap (alpha / beta) = 5.9 / 5.9 eV
lowest unoccupied orbital energy (alpha / beta) = -10.7 / -10.7 eV
energy above the lowest of the compared OMol25 structures with the same formula, charge and spin = 0.000 eV
charge = +3

=====

In the order shown, the computed E_tot values come out to -310.9776 -881.8443 -271.6616 -6004.8049 Eh.